Record 1
Here is the molecule C4H9NO from OMol25. Energies are from ωB97M-V/def2-TZVPD.

Values from the calculation:
* Kohn-Sham gap: 9.748 eV
* max |F|: 0.598 eV Å⁻¹
* LUMO level: 1.01 eV
* E_HOMO: -8.7 eV

The geometry in XYZ format:
```
15
Properties=species:S:1:pos:R:3:forces:R:3
C -2.5453 -0.3664 0.0112 -0.117 0.038 0.022
C -1.0413 -0.3087 0.0263 -0.192 -0.112 -0.067
O -0.6950 1.0216 0.4355 -0.110 0.161 -0.092
C 0.6423 1.2477 0.3447 0.331 -0.259 -0.084
N 1.3484 0.3169 -0.0596 -0.583 -0.041 0.124
C 2.6115 -0.2612 -0.2461 0.382 -0.021 -0.043
H -2.9340 -0.1332 1.0050 -0.091 -0.055 -0.103
H -2.9188 0.3794 -0.6948 -0.110 -0.109 0.083
H -2.9020 -1.3554 -0.2925 0.071 0.135 0.054
H -0.5831 -1.0393 0.7083 -0.185 0.208 -0.059
H -0.5990 -0.5018 -0.9573 -0.242 0.020 0.120
H 0.8559 2.2815 0.6493 0.197 -0.212 0.035
H 2.8023 -0.3220 -1.3224 0.188 0.014 0.146
H 2.5141 -1.2907 0.1192 0.396 0.053 -0.099
H 3.4593 0.2102 0.2583 0.067 0.180 -0.036
```
Positions in Å, forces in eV/Å.

Löwdin population analysis, charges in e, atoms 1 to 4: C -0.081; C -0.278; O -0.079; C -0.240


Record 2
Here is a cluster of 4 separate species, C15H35FNO9 in total at a distorted geometry from OMol25. Energies are from ωB97M-V/def2-TZVPD.

Values from the calculation:
* Kohn-Sham gap: 10.299 eV
* total charge: +1
* max |F|: 12.075 eV Å⁻¹
* LUMO level: -1.68 eV
* E_HOMO: -12.0 eV

The geometry in XYZ format:
```
61
Properties=species:S:1:pos:R:3:forces:R:3
N -0.6808 0.2184 0.0845 1.004 0.428 3.977
H -1.0118 -0.2466 -0.6945 -0.346 -2.075 -2.123
H 0.2622 0.6114 -0.0135 -0.328 0.435 -0.567
H -0.4718 -0.4366 0.9605 -1.431 1.413 -2.041
H -1.4328 0.9304 0.1805 1.014 -0.297 0.847
C 2.9632 4.6474 -2.2905 -0.191 1.034 1.210
C 1.8942 4.5874 -3.4055 4.685 -7.400 2.699
O 0.8302 3.8184 -2.8975 0.275 0.203 -1.399
C 1.1082 3.5164 -1.6335 -5.540 -3.912 2.178
O 0.3272 2.8604 -0.8855 2.263 1.935 -2.628
O 2.2132 3.9464 -1.2605 4.920 1.122 1.882
F 2.5292 4.1454 -4.5205 -0.505 -1.294 -0.378
H 3.3442 5.6274 -1.7985 -1.413 -1.226 -1.216
H 3.9002 4.2004 -2.6345 -0.430 -0.862 0.360
H 1.6482 5.4264 -3.6215 -4.086 10.204 -2.669
C -2.5328 1.6634 -2.5175 -4.658 -2.123 5.863
O -3.0098 0.3754 -1.9035 0.516 1.706 0.799
C -2.8788 -0.7386 -2.7345 -1.102 -1.101 0.879
C -3.3728 -1.9556 -1.8995 0.605 -0.471 -6.590
O -2.4638 -2.1596 -0.9935 2.820 -2.325 4.488
C -3.0158 -2.9596 0.0875 5.275 -4.338 -3.494
C -1.9208 -3.5896 0.9635 -0.050 1.970 -0.457
O -0.9088 -2.6276 1.4115 -1.546 -0.428 -1.657
C 0.0712 -3.1566 2.2815 2.715 0.773 -7.560
H -3.0938 1.8404 -3.2905 -2.202 0.880 -5.094
H -1.5968 1.5204 -2.4635 7.195 -0.196 -1.171
H -2.7808 2.4264 -1.7995 -0.149 0.256 0.505
H -1.8268 -1.0006 -2.9995 -0.613 0.546 -0.429
H -3.6108 -0.5686 -3.5095 0.418 -0.398 -1.192
H -3.4348 -2.8836 -2.6225 -0.112 1.453 0.845
H -4.3028 -1.8226 -1.5205 -3.134 0.811 1.133
H -3.6918 -3.7796 -0.1615 0.015 0.231 -0.683
H -3.3958 -2.3616 0.6715 -4.986 6.422 5.542
H -1.7398 -4.4156 0.3505 2.593 -1.471 -0.835
H -2.3608 -4.0236 1.8155 -0.928 -0.321 1.323
H -0.3008 -3.3766 3.1155 -3.048 -1.962 7.085
H 0.8212 -2.3936 2.3745 0.486 0.293 0.112
H 0.4822 -4.0446 1.7695 0.291 0.181 0.562
C -1.3038 -0.0346 3.6975 -0.887 1.602 -1.133
O -0.2998 0.6884 2.8825 -1.880 0.396 2.139
C 0.8462 1.0744 3.6595 0.958 -5.168 -2.495
C 1.9902 1.3084 2.6735 -3.073 7.448 6.724
O 2.0252 0.6134 1.6775 0.549 -7.678 -9.304
C 3.2412 0.5274 0.8545 -6.137 -1.710 -3.074
C 3.0632 -0.8986 0.1915 0.697 -0.381 0.827
O 1.8302 -0.9676 -0.5915 1.210 -0.042 0.592
C 1.6482 -2.2506 -1.2455 1.574 2.347 4.546
H -1.0368 -0.9196 4.2755 0.681 -0.837 -1.340
H -2.2298 -0.0006 3.0735 0.934 -1.152 0.158
H -1.6968 0.4804 4.5445 0.251 1.763 0.707
H 1.0592 0.1094 4.0815 0.765 -1.197 0.504
H 0.9462 1.5734 4.5625 -1.192 2.696 1.194
H 2.8152 1.1624 3.2495 2.968 0.677 2.141
H 1.7392 2.3224 2.3675 1.000 1.420 0.276
H 4.0892 0.6204 1.3785 3.143 0.316 2.115
H 3.1032 1.2884 0.0575 0.505 -0.197 0.478
H 3.0222 -1.6806 1.0505 0.037 1.186 -1.394
H 4.0102 -1.1026 -0.4115 -1.335 0.069 0.338
H 0.7532 -2.3136 -1.6135 -5.028 0.970 -3.533
H 1.4032 -3.0056 -0.5635 1.145 -1.538 1.974
H 2.4252 -2.4176 -1.8465 2.824 -1.086 -2.548
```
Positions in Å, forces in eV/Å.

Löwdin population analysis, charges in e, atoms 1 to 4: N 0.309; H 0.052; H 0.089; H 0.164


Record 3
Here is a cluster of 2 separate species, C4H10NOP in total at a distorted geometry from OMol25. Energies are from ωB97M-V/def2-TZVPD.

Values from the calculation:
* Kohn-Sham gap: 8.954 eV
* max |F|: 2.496 eV Å⁻¹
* LUMO level: -0.13 eV
* E_HOMO: -9.1 eV

The geometry in XYZ format:
```
17
Properties=species:S:1:pos:R:3:forces:R:3
C -0.6023 0.9882 -2.8979 0.688 -1.421 0.331
C -0.2302 0.1797 2.7126 1.222 0.089 -0.135
C -1.2798 0.2772 1.9279 0.017 -0.342 -2.472
C 1.4938 -0.8006 -0.0301 1.479 0.720 -0.562
N 0.7572 0.0565 -0.8857 0.612 -0.028 -0.788
O 0.9776 -2.0997 0.0587 0.001 -0.343 0.496
P -0.2682 -0.5985 -1.8575 -0.349 1.576 -1.666
H -1.1047 1.6233 -2.2259 -1.255 0.798 0.750
H -1.1758 0.7721 -3.7825 -0.383 0.022 -0.264
H 0.2720 1.5868 -3.1436 0.450 -0.571 -0.109
H 0.7759 -0.0869 2.3131 -1.160 0.086 0.951
H -0.3266 0.4863 3.7500 0.237 -0.168 -0.047
H -2.1846 0.6751 2.3172 -0.816 0.056 0.232
H -1.2817 0.0515 0.7945 0.172 0.374 2.121
H 2.5927 -0.8182 -0.4482 -2.024 -0.304 0.950
H 1.4765 -0.2449 0.8995 0.622 -0.483 0.327
H 0.1082 -2.0479 0.4979 0.488 -0.062 -0.115
```
Positions in Å, forces in eV/Å.

Löwdin population analysis, charges in e, atoms 1 to 4: C -0.322; C -0.073; C -0.079; C -0.467